Model A:
Computed, not measured: a cluster of 2 separate species, CH2N2O2S in total, with ωB97M-V with the def2-TZVPD basis set.

## Properties
orbital gap (alpha / beta)	9.0 / 7.6	eV
LUMO energy (alpha / beta)	-0.075 / -0.053	Ha

Structure (ORCA input):
```
! RIJCOSX wB97M-V def2-TZVPD def2/J DEFGRID3
* xyz 0 1
S 3.4317 -1.1399 0.0654
O 1.7293 1.6673 1.0132
O 1.9243 1.8076 -1.1547
N -0.2003 -0.4513 0.2995
N 1.9639 1.2053 -0.0923
C 2.3433 -0.0927 -0.0566
H -0.2450 -1.3100 0.9618
H 0.0127 -0.6837 -0.6019
*
```

---

Model B:
Computed, not measured: the molecule CH2N2O2S, with ωB97M-V with the def2-TZVPD basis set.

## Properties
orbital gap	9.5	eV
SMILES	C=NN=S(=O)=O
LUMO energy	-0.012	Ha

Structure (ORCA input):
```
! RIJCOSX wB97M-V def2-TZVPD def2/J DEFGRID3
* xyz 0 1
S -3.6181 0.0298 -0.0778
O -2.9704 -1.0175 -0.8537
O -3.5239 -0.0841 1.3624
N -1.1343 0.9233 -0.2261
N -2.0734 1.5053 -0.4660
C -0.2186 0.1463 -0.2151
H 0.1429 -0.3081 -1.0057
H 0.0884 -0.1962 0.8610
*
```

---

The structure with the most favorable energy is model B; the runner-up is 438.1 kJ/mol above it.

---

Model A:
Computed, not measured: a structure of composition C6H14Si, with ωB97M-V with the def2-TZVPD basis set.

## Properties
orbital gap	7.0	eV
LUMO energy	0.020	Ha

Structure (ORCA input):
```
! RIJCOSX wB97M-V def2-TZVPD def2/J DEFGRID3
* xyz 0 1
Si -1.8115 0.0057 -0.4490
C -0.0280 0.8664 -1.3791
C 0.5367 0.6408 -0.1149
C 1.5927 -0.3721 0.0499
C -1.5715 -1.8363 -0.0903
C 2.9988 0.2038 0.0009
C -2.5923 1.0755 0.9713
H -0.1954 1.8777 -1.7284
H -1.9773 -2.3460 -0.9760
H 3.2682 0.6962 0.9382
H 3.8882 -0.5477 -0.1193
H -3.5365 0.7796 1.3876
H 0.1114 -0.0354 -2.0888
H -2.5125 2.1635 0.7017
H -1.8313 0.8742 1.7699
H -2.2022 -2.2194 0.6586
H 1.3098 -1.0717 -0.7882
H 0.4363 1.3405 0.5854
H -0.6161 -2.0809 0.3936
H 3.2016 0.9392 -0.7472
H 1.5309 -0.9535 1.0240
*
```

---

Model B:
Computed, not measured: the molecule C6H14Si, with ωB97M-V with the def2-TZVPD basis set.

## Properties
orbital gap	9.6	eV
SMILES	CC(C)=C(C)C[SiH3]
LUMO energy	0.037	Ha

Structure (ORCA input):
```
! RIJCOSX wB97M-V def2-TZVPD def2/J DEFGRID3
* xyz 0 1
Si -1.1170 -2.1565 -1.4960
C 0.0383 2.0487 1.3478
C 0.2788 1.0585 0.2739
C 0.5143 -1.3086 -0.9716
C -0.0317 -0.9943 1.7028
C 0.2909 -0.2897 0.4358
C 0.6680 1.8950 -1.0065
H 0.5224 2.8977 0.9597
H -1.0329 2.2124 1.4291
H -1.4976 -1.6169 -2.7047
H 0.7526 -0.9451 2.4114
H -2.1329 -1.7576 -0.6178
H 0.5173 1.3206 -1.9655
H -1.0789 -3.6832 -1.3438
H 1.6811 2.1517 -0.8917
H -0.9144 -0.5606 2.0991
H 1.1679 -2.0202 -0.5841
H -0.1648 -2.1467 1.5175
H 0.9784 -0.7517 -1.7893
H 0.5601 1.8721 2.2863
H 0.0000 2.7743 -1.0924
*
```

---

The structure with the most favorable energy is model B; the runner-up is 96.9 kJ/mol above it.

---

Model A:
Computed, not measured: the molecule H3IO3Si, with ωB97M-V with the def2-TZVPD basis set.

## Properties
orbital gap	10.0	eV
SMILES	O[Si](O)(O)I
LUMO energy	0.004	Ha

Structure (ORCA input):
```
! RIJCOSX wB97M-V def2-TZVPD def2/J DEFGRID3
* xyz 0 1
I -0.5411 -1.6417 1.8775
Si -0.1151 0.1157 0.2267
O 1.3868 0.6454 0.4097
O -1.4858 0.9315 -0.0212
O -0.1473 -0.6704 -1.3455
H -1.5089 1.1288 -1.0389
H 1.8156 0.7234 1.3260
H 0.5957 -1.2327 -1.4344
*
```

---

Model B:
Computed, not measured: a cluster of 2 separate species, H3IO3Si in total, with ωB97M-V with the def2-TZVPD basis set.

## Properties
orbital gap	10.0	eV
SMILES	O=[Si](O)I.O
LUMO energy	-0.012	Ha

Structure (ORCA input):
```
! RIJCOSX wB97M-V def2-TZVPD def2/J DEFGRID3
* xyz 0 1
I -2.5500 -2.1910 2.2385
Si -3.3628 -0.6620 0.5315
O -2.1399 0.2253 0.0066
O 0.4823 0.4195 -0.4709
O -4.7339 -0.6807 -0.1098
H 1.3625 0.8429 -0.5255
H -1.3007 0.0231 0.2464
H 0.1286 0.8767 -1.3070
*
```

---

The structure with the most favorable energy is model A; the runner-up is 229.7 kJ/mol above it.

---

Model A:
Computed, not measured: the molecule C3H3NO2S, with ωB97M-V with the def2-TZVPD basis set.

## Properties
orbital gap	9.0	eV
SMILES	O=c1ccon1S
LUMO energy	0.000	Ha

Structure (ORCA input):
```
! RIJCOSX wB97M-V def2-TZVPD def2/J DEFGRID3
* xyz 0 1
S 2.5731 0.0929 -0.2874
O 0.4094 -1.1450 -0.0762
O -0.0877 2.2260 -0.1752
N 0.7391 0.1101 0.1774
C -1.5166 0.1561 -0.2285
C -1.0588 -1.0816 -0.1836
C -0.2989 1.0862 0.0230
H -2.5359 0.3749 -0.2925
H -1.3075 -2.1290 -0.0673
H 3.0838 0.3095 1.1104
*
```

---

Model B:
Computed, not measured: a cluster of 2 separate species, C3H3NO2S in total, with ωB97M-V with the def2-TZVPD basis set.

## Properties
orbital gap	7.8	eV
LUMO energy	-0.068	Ha

Structure (ORCA input):
```
! RIJCOSX wB97M-V def2-TZVPD def2/J DEFGRID3
* xyz 0 1
S 1.8951 -0.5892 0.0970
O -0.6175 2.0821 -0.6521
O -1.5317 -0.1248 1.1659
N -1.2826 -1.5651 -0.6760
C -0.9644 -0.4690 0.1123
C 0.3660 0.0987 -0.0274
C 0.1919 1.5091 0.0123
H 0.9886 2.0108 0.7715
H -0.7292 -1.7755 -2.0289
H -1.9702 -2.3441 -0.2569
*
```

---

The structure with the most favorable energy is model A; the runner-up is 18.5 kJ/mol above it.

---

Model A:
Computed, not measured: a cluster of 2 separate species, C3H3NO2S in total, with ωB97M-V with the def2-TZVPD basis set.

## Properties
orbital gap	9.5	eV
LUMO energy	-0.028	Ha

Structure (ORCA input):
```
! RIJCOSX wB97M-V def2-TZVPD def2/J DEFGRID3
* xyz 0 1
S -0.9477 -1.9838 0.1152
O -0.2633 -1.9740 1.4349
O -0.0970 2.3409 0.6656
N 0.8421 0.3477 1.5767
C -0.0719 0.1865 -1.6189
C -0.4504 -0.8124 -0.8640
C 0.3738 1.3191 1.0509
H 0.4105 -0.6553 1.5254
H 0.6739 0.0990 -2.3826
H -0.4698 1.1324 -1.5033
*
```

---

Model B:
Computed, not measured: the molecule C3H3NO2S, with ωB97M-V with the def2-TZVPD basis set.

## Properties
orbital gap	9.2	eV
LUMO energy	-0.027	Ha

Structure (ORCA input):
```
! RIJCOSX wB97M-V def2-TZVPD def2/J DEFGRID3
* xyz 0 1
S 0.2596 -1.7627 -2.8246
O -1.2324 -2.9367 0.1428
O 0.7268 -0.5930 -3.6178
N -0.4402 -0.7244 0.6038
C -0.1076 -1.3319 -1.3465
C 0.0980 -0.0583 -0.5223
C -0.6891 -1.9148 -0.0707
H -0.3415 -0.4852 1.6404
H 1.0973 0.2272 -0.6458
H -0.4113 0.7716 -0.9275
*
```

---

Model C:
Computed, not measured: a structure of composition C3H3NO2S, with ωB97M-V with the def2-TZVPD basis set.

## Properties
orbital gap (alpha / beta)	7.4 / 7.4	eV
LUMO energy (alpha / beta)	-0.046 / -0.046	Ha

Structure (ORCA input):
```
! RIJCOSX wB97M-V def2-TZVPD def2/J DEFGRID3
* xyz 0 1
S -2.2322 -0.8091 0.0542
O -3.0901 0.3669 -0.0420
O 1.7833 -0.0648 0.0804
N -0.3444 1.1653 0.0411
C -0.6211 -0.2025 -0.0473
C 0.8496 1.4652 0.0720
C 0.7066 -0.9306 -0.0356
H 0.6960 -1.6347 -0.8490
H 1.3973 2.3246 -0.0130
H 0.8551 -1.6803 0.7392
*
```

---

The structure with the most favorable energy is model B; the runner-up is 50.0 kJ/mol above it.

---

Model A:
Computed, not measured: a cluster of 2 separate species, C3H4ClFO in total, with ωB97M-V with the def2-TZVPD basis set.

## Properties
orbital gap (alpha / beta)	9.1 / 5.2	eV
LUMO energy (alpha / beta)	-0.043 / -0.153	Ha

Structure (ORCA input):
```
! RIJCOSX wB97M-V def2-TZVPD def2/J DEFGRID3
* xyz 0 1
Cl 3.4050 -0.1613 -0.0861
F -1.0199 -1.8416 -0.3674
O -0.7618 1.6071 -0.8627
C 0.2944 0.3221 0.8716
C -1.1517 -0.6585 -0.9138
C -0.5454 0.5155 -0.3495
H 1.3238 0.0625 0.5472
H -0.0710 -0.4851 1.4995
H -1.8230 -0.6177 -1.7611
H 0.3497 1.2569 1.4223
*
```

---

Model B:
Computed, not measured: a cluster of 2 separate species, C3H4ClFO in total, with ωB97M-V with the def2-TZVPD basis set.

## Properties
orbital gap (alpha / beta)	7.0 / 10.0	eV
LUMO energy (alpha / beta)	-0.043 / 0.014	Ha

Structure (ORCA input):
```
! RIJCOSX wB97M-V def2-TZVPD def2/J DEFGRID3
* xyz 0 1
Cl -1.5354 2.1331 -2.5608
F 0.3940 -0.2023 -1.7990
O -0.1190 -1.9248 1.6830
C 0.8493 -0.9100 1.3882
C -0.9457 1.5829 -1.0026
C 0.0290 0.7073 -0.9377
H 0.1990 -2.7416 1.2538
H 0.5412 0.0576 1.4761
H -1.1543 2.3762 -0.2807
H 1.7419 -1.0784 0.7797
*
```

---

Model C:
Computed, not measured: the molecule C3H4ClFO, with ωB97M-V with the def2-TZVPD basis set.

## Properties
orbital gap	11.0	eV
SMILES	C[C@@](F)(Cl)C=O
LUMO energy	0.022	Ha

Structure (ORCA input):
```
! RIJCOSX wB97M-V def2-TZVPD def2/J DEFGRID3
* xyz 0 1
Cl 1.3213 1.7514 0.1500
F 0.6924 -0.2554 1.4600
O -2.1272 0.4679 0.0205
C -1.0851 0.6434 0.5804
C 0.4680 -0.8884 -0.8092
C 0.3752 0.2398 0.2553
H 1.4790 -1.1260 -1.1712
H -0.0096 -0.4002 -1.6863
H -1.0416 1.2416 1.5270
H -0.0724 -1.6742 -0.3266
*
```

---

The structure with the most favorable energy is model C; the runner-up is 255.8 kJ/mol above it.